#one
Molecular formula: C28H43N2O9P2S2SbSe4W
Method: DFT, ωB97M-V with the def2-TZVPD basis set

Last column: Mulliken charge in e.
Element x y z (Å)
W  0.06889  0.47923  0.23245  1.42
C  -1.59172  0.40950  -3.82383  -0.71
O  -0.72951  -0.30689  -2.97411  0.14
C  -0.62947  -1.66015  -3.34483  -0.50
C  0.36247  -2.40595  -2.46942  -0.68
O  -0.10020  -2.71240  -1.17217  0.45
C  -1.01412  -3.78658  -1.13956  -0.72
H  -1.29954  0.27618  -4.87760  0.34
H  -1.51062  1.46019  -3.55239  0.09
H  -2.63251  0.09070  -3.69755  0.15
H  -0.26570  -1.71953  -4.38646  0.39
H  -1.61892  -2.13789  -3.30849  0.15
H  1.25835  -1.79668  -2.33885  -0.12
H  0.63000  -3.34021  -2.99006  0.50
H  -0.56967  -4.68970  -1.58954  0.31
H  -1.94945  -3.56168  -1.66421  0.06
H  -1.26352  -3.98154  -0.09815  0.12
N  -3.45269  2.06834  1.49932  0.71
C  -2.56666  3.20491  1.12098  1.14
C  -3.26493  4.54028  1.35142  -2.21
P  -2.07266  3.00385  -0.68238  1.04
O  -1.83647  4.55006  -1.12950  -0.62
O  -3.19311  2.44904  -1.46156  -0.93
O  -0.68554  2.40869  -0.65522  -0.95
P  -1.00264  3.14474  2.08607  -0.05
O  -1.48697  3.28828  3.64364  -0.69
O  -0.14707  4.30776  1.77509  -0.87
O  -0.54122  1.70151  1.99255  0.53
H  -3.92631  2.22675  2.38726  0.36
H  -2.88793  1.19696  1.56470  -0.68
H  -4.18107  1.82500  0.79149  0.07
H  -4.11630  4.66234  0.67688  0.46
H  -2.55283  5.34310  1.18231  0.43
H  -3.62932  4.60514  2.38158  0.49
H  -2.64279  4.83052  -1.57933  0.36
H  -0.97773  4.00821  4.03366  0.39
C  1.22511  -1.75134  3.76019  -1.74
C  0.04573  -1.49273  2.81204  2.63
C  -1.03123  -0.73490  3.59863  -2.05
C  -0.56176  -2.83302  2.37938  -0.14
C  0.56156  -0.77379  1.55788  -0.20
H  0.90184  -2.32662  4.63363  0.40
H  1.64917  -0.80441  4.10831  0.37
H  2.01966  -2.30768  3.25456  0.28
H  -1.89121  -0.52967  2.96144  0.14
H  -0.65055  0.20558  3.99811  0.25
H  -1.37244  -1.36483  4.42683  0.61
H  -0.80236  -3.44036  3.25886  0.63
H  0.13551  -3.38868  1.74990  -0.63
H  -1.48575  -2.67925  1.82180  -0.39
H  1.61081  -0.51575  1.79851  0.62
Se  -4.44418  -3.14716  1.36437  -0.68
Sb  -4.61646  -1.44920  -0.35531  0.64
Se  -2.10853  -0.46679  0.01556  -0.52
Se  -5.98900  0.45285  0.26811  -0.67
Se  -4.66039  -2.12220  -2.65436  -0.68
S  3.21728  -2.04631  0.00217  -0.18
C  3.51385  -3.21168  1.12167  0.23
N  2.59695  -4.23979  1.27207  -0.01
C  2.68657  -5.25545  2.16093  -0.17
C  3.74006  -5.34306  3.00924  -0.72
C  4.72333  -4.31655  2.93368  -0.14
C  4.61485  -3.29770  2.04325  -0.69
H  1.78859  -4.15701  0.66483  0.03
H  1.87324  -5.96720  2.14233  0.40
H  3.80978  -6.15003  3.72160  0.40
H  5.57121  -4.34885  3.60786  0.36
H  5.34353  -2.50209  1.98598  0.38
O  1.34926  0.40885  -0.99769  -0.70
S  2.50883  1.66643  0.82240  0.47
C  3.17409  2.69975  -0.45204  0.33
C  3.00295  4.07769  -0.39686  -0.34
C  3.53791  4.87060  -1.39996  -0.68
C  4.22532  4.28893  -2.45707  -0.40
C  4.37349  2.90964  -2.51451  -0.60
C  3.84845  2.10780  -1.51164  -0.06
C  3.29051  2.34222  2.27815  -0.07
C  4.67338  2.21934  2.42250  -0.61
C  5.28558  2.55677  3.61571  -0.73
C  4.52178  3.00199  4.69069  -0.42
C  3.14840  3.11211  4.55370  -0.75
C  2.53081  2.78558  3.35190  -0.08
H  2.42850  4.50890  0.41465  0.33
H  3.39924  5.94428  -1.36525  0.38
H  4.63346  4.91072  -3.24508  0.35
H  4.89789  2.45289  -3.34496  0.40
H  3.93576  1.03002  -1.54112  0.28
H  5.25684  1.84539  1.58943  0.46
H  6.35941  2.45333  3.71713  0.36
H  4.99872  3.25078  5.63108  0.36
H  2.54482  3.45610  5.38521  0.40
H  1.46108  2.87711  3.23471  0.19

Its spin multiplicity is 1. The net charge is -2.

=====

#two
Molecular formula: C28H43N2O9P2S2SbSe4W
Method: DFT, ωB97M-V with the def2-TZVPD basis set

Last column: Mulliken charge in e.
Element x y z (Å)
W  -0.16124  -0.10644  1.90396  -1.03
C  3.16721  2.17769  -0.97846  0.57
O  2.43185  3.06972  -1.79146  -0.14
C  2.36592  4.38039  -1.26961  -0.80
C  1.09766  4.58353  -0.46529  -0.05
O  -0.04613  3.96055  -1.04075  -0.33
C  -0.23489  4.13693  -2.43046  -0.76
H  2.85983  2.23920  0.06977  -0.08
H  4.24400  2.38515  -1.03889  0.37
H  2.96069  1.18354  -1.36021  -0.82
H  2.41405  5.07348  -2.11586  0.35
H  3.20235  4.59323  -0.59758  0.40
H  0.93327  5.66491  -0.35211  0.30
H  1.20337  4.15669  0.53294  -0.07
H  -0.22496  5.20250  -2.69758  0.29
H  -1.20909  3.70961  -2.66378  0.24
H  0.53177  3.61493  -3.00445  0.12
N  -1.79617  3.46993  1.00636  0.86
C  -2.95352  2.54811  1.24142  1.18
C  -4.24689  3.33796  1.09850  -2.18
P  -2.84587  1.15416  0.01754  0.11
O  -4.27215  0.45988  0.19908  -0.63
O  -2.64735  1.73055  -1.32645  -0.81
O  -1.80423  0.19292  0.58130  0.42
P  -2.78106  1.73215  2.87347  0.24
O  -2.88986  2.80487  4.02067  -0.60
O  -3.87722  0.73337  2.93952  -1.08
O  -1.30850  1.29913  2.83834  0.26
H  -1.19766  3.21562  0.20123  0.03
H  -1.16050  3.61100  1.86389  -0.38
H  -2.13579  4.40138  0.77626  0.39
H  -4.37891  3.67344  0.06658  0.50
H  -4.23407  4.20113  1.76967  0.55
H  -5.09712  2.71501  1.36681  0.36
H  -4.34576  0.23491  1.15445  0.43
H  -2.00987  3.28103  4.13198  0.13
C  -1.94375  -1.61696  4.36219  -1.73
C  -1.34241  -2.59545  3.35489  2.80
C  -0.56699  -3.67445  4.11496  -1.95
C  -2.47457  -3.24783  2.54654  -1.75
C  -0.41669  -1.93059  2.35261  -0.39
H  -2.56049  -2.16579  5.07998  0.54
H  -2.59049  -0.88708  3.87478  0.18
H  -1.16077  -1.08919  4.91041  0.33
H  -1.23597  -4.17893  4.82018  0.46
H  0.26051  -3.23392  4.66955  0.31
H  -0.14500  -4.41752  3.43596  0.40
H  -3.14814  -3.79002  3.21735  0.47
H  -2.07518  -3.95514  1.81497  0.37
H  -3.05134  -2.49077  2.01144  0.21
H  0.14256  -2.65168  1.75364  0.73
Se  3.66041  3.45751  2.42610  -0.65
Sb  1.94892  2.85926  4.06124  0.63
Se  1.48545  0.30504  3.82114  -0.34
Se  -0.01914  4.35280  3.60054  -0.75
Se  2.57936  3.00470  6.38645  -0.74
S  2.82584  -3.58239  3.45926  -0.37
C  3.08446  -2.82606  1.99636  -0.03
N  3.32665  -1.47977  1.99462  0.25
C  3.67620  -0.75834  0.91679  -0.46
C  3.78258  -1.34459  -0.30654  -0.38
C  3.45427  -2.71375  -0.39916  -0.02
C  3.11686  -3.43428  0.70883  -0.68
H  3.14595  -1.00231  2.87651  -0.01
H  3.84486  0.29113  1.10393  0.34
H  4.04617  -0.76204  -1.17716  0.51
H  3.46930  -3.19323  -1.37036  0.40
H  2.87969  -4.48757  0.65881  0.40
O  0.92373  -0.18932  0.59668  0.82
S  -0.14204  -1.93869  -1.97759  0.32
C  1.02884  -1.24307  -3.11393  -0.19
C  1.63417  -1.99546  -4.11642  -0.60
C  2.57036  -1.41128  -4.95451  -0.52
C  2.91588  -0.07510  -4.79540  -0.87
C  2.31538  0.67499  -3.79333  0.08
C  1.37295  0.09721  -2.95130  -0.51
C  -1.07270  -2.97797  -3.07481  -0.32
C  -1.71538  -2.45087  -4.19465  -0.28
C  -2.46897  -3.27332  -5.01416  -0.60
C  -2.61128  -4.62405  -4.71325  -0.35
C  -1.99084  -5.14644  -3.58989  -0.58
C  -1.21581  -4.32760  -2.77702  -0.19
H  1.36495  -3.03748  -4.24163  0.46
H  3.03472  -2.00496  -5.73320  0.37
H  3.64915  0.37828  -5.45098  0.38
H  2.56781  1.71726  -3.64792  0.42
H  0.90377  0.68149  -2.16666  0.70
H  -1.62316  -1.39300  -4.40594  0.43
H  -2.96436  -2.85623  -5.88230  0.37
H  -3.21075  -5.26265  -5.35028  0.36
H  -2.10182  -6.19559  -3.34525  0.37
H  -0.71688  -4.72907  -1.90387  0.47

Its spin multiplicity is 1. The net charge is -2.

=====

Most stable structure: #two

=====

#one
Molecular formula: H2O2
Method: DFT, ωB97M-V with the def2-TZVPD basis set

Last column: Mulliken charge in e.
Element x y z (Å)
H  -0.91618  0.86503  0.12230  0.37
H  0.86674  -0.73928  0.20326  0.31
O  -0.68289  -0.19017  -0.15893  -0.37
O  0.73234  0.06442  -0.16662  -0.31

As for the SMILES: OO. Its spin multiplicity is 1.

=====

#two
Molecular formula: H2O2
Method: DFT, ωB97M-V with the def2-TZVPD basis set

Last column: Mulliken charge in e.
Element x y z (Å)
O  -0.85163  -0.04594  0.01445  -0.33
O  0.48376  0.40418  0.02447  -0.38
H  -1.26066  0.81290  0.23285  0.33
H  0.91414  -0.76769  0.23569  0.38

Its spin multiplicity is 1.

=====

Most stable structure: #one